{
  "formula": "C29H26N4SbV",
  "method": "the ωB97M-V functional and the def2-TZVPD basis",
  "lumo_ev": [-15.266, -15.267],
  "total_charge": 4,
  "gap_ev": [5.7, 5.7],
  "e_tot_ev": -68637.319,
  "homo_energy_ev": [-20.99, -20.99],
  "species": ["V", "C", "C", "C", "C", "C", "C", "N", "Sb", "C", "C", "C", "C", "C", "C", "N", "C", "C", "C", "C", "C", "C", "N", "H", "H", "H", "H", "H", "H", "H", "H", "H", "H", "H", "H", "H", "H", "H", "H", "H", "H", "C", "C", "C", "C", "N", "C", "C", "C", "C", "C", "C", "C", "H", "H", "H", "H", "H", "H", "H", "H"],
  "coordinates": [[-0.1396, -0.1693, 0.0064], [-1.8059, 1.5496, 2.3409], [-1.9751, 1.9904, 0.9244], [-2.6463, 3.1734, 0.6279], [-2.8404, 3.5586, -0.6829], [-2.4053, 2.7167, -1.7123], [-1.7597, 1.5404, -1.4056], [-1.5165, 1.2254, -0.1017], [-1.5155, 0.1105, -3.0306], [-2.2231, -1.3910, -1.6841], [-3.2349, -2.1618, -2.1993], [-3.8199, -3.1699, -1.4336], [-3.3377, -3.3306, -0.1583], [-2.3077, -2.5303, 0.3401], [-1.8990, -2.8130, 1.7494], [-1.7216, -1.5495, -0.4176], [0.4963, -0.6125, -2.6221], [1.3101, -0.8201, -3.7123], [2.5012, -1.5404, -3.5634], [2.8169, -2.0696, -2.3289], [1.9938, -1.8382, -1.2305], [2.3027, -2.4559, 0.0928], [0.8779, -1.0792, -1.3989], [-2.6249, 1.9468, 2.9395], [-0.8744, 1.9302, 2.7679], [-1.8250, 0.4640, 2.4378], [-3.0310, 3.7742, 1.4422], [-3.3543, 4.4849, -0.9113], [-2.6127, 2.9749, -2.7443], [-3.5852, -1.9851, -3.2098], [-4.6192, -3.7888, -1.8225], [-3.7529, -4.0863, 0.4942], [-2.5382, -3.5862, 2.1679], [-2.0289, -1.9371, 2.3860], [-0.8824, -3.2084, 1.7920], [1.0156, -0.4645, -4.6928], [3.1473, -1.7135, -4.4161], [3.6965, -2.6874, -2.2002], [2.8521, -3.3833, -0.0656], [1.3989, -2.7020, 0.6506], [2.9332, -1.8023, 0.7013], [2.1244, 3.2288, -1.7503], [2.9874, 3.5739, -0.7225], [2.9358, 2.8486, 0.4613], [2.0297, 1.8123, 0.5759], [1.1823, 1.4691, -0.4267], [1.2433, 2.1792, -1.5653], [1.8527, 0.9575, 1.7390], [2.5787, 1.0632, 2.9075], [2.3446, 0.1745, 3.9569], [1.3833, -0.8306, 3.8366], [0.6412, -0.9581, 2.6834], [0.8515, -0.0571, 1.6080], [2.1267, 3.7630, -2.6908], [3.6889, 4.3911, -0.8363], [3.5989, 3.0952, 1.2786], [0.5694, 1.9075, -2.3591], [3.3359, 1.8278, 3.0202], [2.9206, 0.2619, 4.8709], [1.2158, -1.5214, 4.6534], [-0.0766, -1.7502, 2.6426]],
  "forces_ev_per_angstrom": [[-0.172, -0.189, -0.010], [-0.003, -0.001, 0.039], [-0.116, 0.082, 0.028], [-0.011, -0.038, 0.030], [0.026, -0.003, 0.067], [-0.033, -0.127, -0.170], [0.017, 0.301, 0.265], [-0.054, 0.117, 0.073], [-0.010, -0.033, 0.074], [0.090, 0.024, 0.085], [-0.113, -0.011, -0.215], [0.110, 0.078, 0.071], [0.033, 0.033, -0.032], [-0.010, -0.065, 0.144], [0.068, 0.061, -0.021], [-0.334, -0.289, 0.005], [0.428, -0.058, 0.046], [-0.181, 0.030, -0.085], [0.013, -0.011, 0.051], [-0.015, -0.019, 0.062], [0.077, -0.111, -0.083], [0.023, -0.024, 0.033], [0.098, -0.068, -0.009], [0.027, 0.009, 0.022], [-0.006, 0.011, 0.000], [-0.014, 0.004, -0.015], [0.020, -0.005, 0.012], [-0.007, -0.001, -0.018], [0.010, 0.002, 0.003], [-0.004, -0.007, 0.011], [0.006, 0.005, -0.010], [0.000, 0.001, -0.006], [-0.004, 0.006, -0.014], [0.093, 0.031, 0.036], [0.010, 0.023, 0.034], [0.000, 0.012, 0.011], [-0.006, 0.003, -0.012], [0.004, 0.005, 0.011], [0.021, 0.014, 0.026], [-0.007, -0.010, -0.025], [0.009, -0.004, -0.011], [-0.015, -0.006, -0.018], [0.018, 0.019, -0.004], [-0.046, -0.039, -0.012], [-0.068, -0.083, 0.050], [0.117, 0.296, -0.277], [0.056, 0.010, 0.095], [0.143, 0.115, 0.097], [-0.047, 0.009, -0.094], [0.042, 0.065, -0.031], [-0.126, -0.121, -0.005], [-0.002, -0.066, 0.084], [-0.032, 0.105, -0.310], [-0.004, -0.002, -0.006], [0.001, 0.002, -0.003], [-0.010, -0.015, 0.012], [0.004, 0.017, -0.036], [0.001, -0.001, -0.001], [-0.001, -0.002, 0.009], [-0.006, -0.005, -0.004], [-0.109, -0.077, -0.050]],
  "mulliken_charge": [-1.189, -1.130, 0.975, -0.971, -0.650, -0.867, 0.066, 0.906, 1.229, 0.005, -0.612, -0.766, -0.781, 1.121, -1.807, 1.012, 0.060, -0.872, -0.664, -0.939, 0.974, -1.229, 0.932, 0.630, 0.262, -0.012, 0.573, 0.513, 0.547, 0.532, 0.502, 0.523, 0.731, 0.303, 0.361, 0.551, 0.516, 0.578, 0.618, 0.051, 0.271, -1.116, -0.873, -0.888, 0.902, 0.499, 0.066, 0.061, -0.790, -0.896, -1.011, -0.398, 2.112, 0.535, 0.515, 0.562, 0.339, 0.510, 0.516, 0.530, -0.024]
}